DFT (ωB97M-V with the def2-TZVPD basis set) results for a structure of composition C88H214As3F18N11O8 in a non-equilibrium geometry.

Output
- E_LUMO (Eh) = -0.5030
- HOMO level (eV) = -21.66
- max |F| (eV/Å) = 4.298
- HOMO-LUMO gap (eV) = 7.975
- net charge = +8

Geometry as XYZ:
```
342
Properties=species:S:1:pos:R:3:forces:R:3
C 0.36858 2.97257 -0.81524 -1.0 -0.9 0.5
C -0.60648 1.73016 -0.75116 1.0 0.6 0.4
N -0.14675 0.61435 0.29317 -0.5 0.3 0.1
C 0.98551 -0.15112 -0.40223 -0.3 0.0 0.7
C 0.35791 1.23784 1.63492 -0.2 -0.6 -1.3
C -0.69121 2.03470 2.43179 0.7 -0.3 -0.5
C -1.29885 -0.38397 0.72286 0.4 -0.3 -1.7
C -1.91617 -1.23213 -0.41885 0.3 1.6 0.6
O -2.58935 -0.31660 -1.27295 -1.3 -1.1 -0.6
C -3.89138 -0.85536 -1.68528 0.7 -0.2 0.2
H 0.32278 3.57429 0.09247 0.5 -0.5 0.5
H -0.01750 3.74116 -1.48481 -0.1 -0.6 -0.8
H 1.36995 2.65394 -1.10475 0.0 0.3 0.1
H -0.59405 1.22554 -1.71724 -0.2 0.0 0.2
H -1.61669 2.07930 -0.53745 0.0 -0.4 0.2
H 1.85876 0.45958 -0.63153 -0.4 0.6 0.0
H 0.58771 -0.54639 -1.33690 0.1 -0.1 0.2
H 1.36606 -0.91951 0.27072 -0.4 -0.3 0.1
H 1.24086 1.81015 1.35039 -0.3 0.4 0.0
H 0.78843 0.38840 2.16520 -0.4 -0.1 0.4
H -0.09812 2.38405 3.27695 -0.5 0.1 0.3
H -1.55826 1.45723 2.75248 0.4 -0.3 0.3
H -1.11521 2.90337 1.92806 0.4 0.1 -0.3
H -2.13229 0.17917 1.14280 0.4 0.2 0.0
H -0.92646 -1.11802 1.43742 0.6 0.5 0.4
H -2.59825 -1.91741 0.08439 -0.4 0.0 0.1
H -1.19777 -1.87721 -0.92469 0.2 0.2 -0.3
H -4.43089 -0.24212 -2.40705 0.4 0.5 0.3
H -4.48792 -1.04052 -0.79200 -0.2 0.2 0.1
H -3.78398 -1.83052 -2.16030 0.3 -0.2 -0.1
C 4.21796 -5.91236 -4.21136 -0.4 0.6 -1.4
C 4.17804 -4.53428 -4.91506 -0.1 0.3 1.9
N 2.81543 -3.77484 -4.74102 -1.9 -0.1 -1.5
C 1.81097 -4.54540 -5.58172 -0.5 0.3 0.4
C 2.17675 -3.70444 -3.31780 2.2 -0.4 0.8
C 3.11843 -2.99626 -2.25276 -1.4 0.1 -1.6
C 2.87612 -2.29962 -5.33180 0.6 -0.6 -0.8
C 2.80414 -2.11403 -6.88335 0.8 -0.6 0.6
O 4.00719 -2.56057 -7.45950 -0.7 -0.2 0.3
C 4.04622 -2.53556 -8.89517 0.7 0.4 -0.4
H 3.79350 -6.63540 -4.90789 -0.4 -0.2 0.4
H 3.68724 -5.88487 -3.25969 0.4 -0.3 0.0
H 5.25772 -6.23484 -4.15652 0.0 0.2 0.5
H 4.41217 -4.64746 -5.97358 -0.3 0.6 0.1
H 4.87569 -3.86473 -4.41199 0.2 0.0 -0.4
H 0.91776 -3.93338 -5.70699 0.1 0.3 0.0
H 1.45604 -5.42075 -5.03777 0.5 -0.2 -0.2
H 2.20592 -4.77916 -6.57039 0.1 -0.1 0.3
H 1.96684 -4.72015 -2.98257 0.2 -0.1 -0.4
H 1.20582 -3.21041 -3.35422 0.2 0.3 -0.6
H 2.67676 -3.05816 -1.25818 -0.1 -0.2 0.0
H 3.06325 -1.95487 -2.56989 0.7 0.2 0.3
H 4.14290 -3.36791 -2.23159 -0.1 0.0 -0.1
H 3.83175 -1.95364 -4.93789 -0.3 0.4 -0.2
H 2.02049 -1.72681 -4.97417 0.1 -0.3 0.6
H 2.62204 -1.06232 -7.10439 0.3 0.5 0.4
H 1.90565 -2.56247 -7.30728 -0.1 -0.6 0.0
H 4.00877 -3.53379 -9.33131 -0.3 0.0 0.2
H 5.00706 -2.11026 -9.18503 0.1 -0.1 0.1
H 3.30587 -1.87069 -9.34007 -0.3 -0.1 0.2
C 2.28807 6.36842 -1.44520 0.8 0.3 0.3
C 3.08841 5.48013 -0.51276 0.7 0.2 -0.9
N 4.61054 5.47412 -0.91300 -1.1 1.0 1.6
C 5.15725 6.92242 -1.05595 0.5 -0.9 -0.2
C 5.27302 4.85616 0.43657 -0.3 -0.3 -0.6
C 4.75421 3.38466 0.84920 1.2 1.9 -2.1
C 4.83469 4.65494 -2.22591 0.7 -0.8 2.7
C 6.29235 4.48766 -2.62458 0.0 -1.1 -1.4
O 7.07453 3.64595 -1.75763 -0.8 0.6 0.1
C 8.51408 3.77137 -1.83553 -0.4 1.0 0.4
H 1.21502 6.42015 -1.26084 0.1 -0.4 0.1
H 2.51123 6.05561 -2.46522 -0.4 0.3 -0.1
H 2.67017 7.36846 -1.24023 -0.3 0.2 -0.6
H 2.75384 4.44347 -0.55133 0.2 0.1 0.1
H 3.09728 5.86972 0.50520 -0.2 -0.2 0.0
H 4.83609 7.63384 -0.29513 0.1 -0.6 0.5
H 4.91682 7.44547 -1.98154 -0.4 -0.8 -0.3
H 6.23493 6.76047 -1.07818 0.0 0.4 0.3
H 5.00792 5.53797 1.24463 -0.2 0.3 -0.3
H 6.34189 4.99878 0.27765 -0.1 -0.8 0.0
H 3.67465 3.44344 0.98774 0.2 -0.4 0.3
H 5.31342 2.95659 1.68115 -0.1 0.5 0.2
H 5.02795 2.78284 -0.01739 -0.4 -0.4 0.1
H 4.20810 5.05025 -3.02542 0.2 0.0 0.2
H 4.49322 3.69704 -1.83358 -0.3 -0.2 -0.9
H 6.67224 5.43082 -3.01733 0.8 0.2 0.8
H 6.23087 3.88060 -3.52779 -0.3 0.2 -0.4
H 8.99797 2.85137 -1.50761 -0.4 0.0 0.0
H 8.71970 4.58895 -1.14460 0.7 -0.1 0.0
H 8.91011 4.04745 -2.81279 -0.3 -0.1 -0.2
C -2.16015 -2.93757 5.57309 -0.6 0.6 1.4
C -2.82740 -2.10749 6.71763 0.5 0.2 0.1
N -2.16080 -0.78046 7.16064 0.2 1.0 -1.1
C -2.97347 -0.14730 8.28517 0.3 -1.8 -0.3
C -0.65534 -0.98484 7.52562 0.3 -0.5 -0.5
C -0.45588 -1.90922 8.73436 -0.2 0.9 -0.9
C -2.25222 0.16809 5.96851 1.0 0.1 -0.5
C -2.16489 1.68295 6.21051 -0.7 -0.7 0.7
O -1.26504 2.00852 7.21177 1.2 1.2 0.1
C -0.98413 3.44352 7.30482 0.1 -0.8 0.0
H -2.89169 -3.73044 5.41721 0.0 -0.2 -0.1
H -1.27071 -3.40087 6.00011 0.2 0.1 -0.5
H -1.97949 -2.42702 4.62714 0.2 0.1 0.2
H -2.83187 -2.74507 7.60170 -0.1 0.1 0.0
H -3.85823 -1.82780 6.50023 0.0 0.0 -0.1
H -2.36182 0.58533 8.81171 -0.3 0.0 -0.2
H -3.21154 -1.01507 8.90030 -0.2 0.5 0.5
H -3.89274 0.21166 7.82237 0.1 0.3 0.3
H -0.15998 -0.02123 7.64471 -0.7 0.2 0.2
H -0.20801 -1.39400 6.61976 -0.1 -0.2 0.0
H -1.03434 -1.42437 9.52075 0.0 -0.9 0.5
H 0.58465 -1.94123 9.05743 0.0 0.3 -0.2
H -0.68882 -2.93470 8.44762 -0.5 0.0 0.6
H -3.19171 0.09628 5.42051 -0.3 -0.7 0.4
H -1.48463 -0.15786 5.26662 0.2 0.0 0.1
H -3.16487 2.00127 6.50514 -0.2 0.4 0.1
H -1.97195 2.13380 5.23706 0.3 0.2 -0.2
H -0.25580 3.76726 6.56131 -0.2 -0.2 -0.7
H -0.44390 3.66620 8.22497 -0.6 -0.4 0.4
H -1.91893 3.99567 7.20797 0.1 0.2 0.2
C -4.42964 -4.27341 1.49277 -0.6 1.5 -1.2
C -3.80942 -5.59831 1.75597 0.3 -0.2 1.3
N -2.26683 -5.70130 1.62440 -1.2 2.0 -0.7
C -1.54732 -4.41420 2.11008 -0.3 -1.9 0.3
C -1.84031 -6.87941 2.46833 2.7 -0.8 -1.0
C -2.22843 -8.23733 1.93358 -0.4 -0.1 -0.8
C -2.02080 -5.79239 0.11766 1.2 -0.4 -0.2
C -0.54789 -5.63461 -0.38186 -0.2 -1.2 0.3
O 0.26352 -6.72116 0.04078 -1.3 0.4 -0.1
C 1.60198 -6.44470 -0.13922 2.3 0.3 0.0
H -4.04777 -3.83179 0.57231 0.0 0.2 -0.2
H -4.40508 -3.48337 2.24333 0.8 -0.4 0.5
H -5.50866 -4.33972 1.35343 0.0 -0.6 -0.1
H -4.21890 -6.39211 1.13124 0.1 0.1 0.0
H -4.07631 -5.79968 2.79343 0.4 -0.6 0.0
H -1.84542 -4.38222 3.15804 0.2 0.8 -0.1
H -1.77667 -3.56048 1.47238 -0.5 -0.1 0.3
H -0.47504 -4.59335 2.03122 -0.1 -0.1 0.3
H -1.97051 -6.75575 3.54343 -0.9 0.5 -0.2
H -0.75513 -6.84643 2.37140 0.2 0.0 0.0
H -1.82431 -8.49187 0.95378 0.1 0.7 -0.3
H -3.30967 -8.32686 1.82873 0.0 -0.6 0.6
H -1.71689 -9.02630 2.48491 -0.7 0.1 0.7
H -2.56626 -5.00411 -0.40117 -0.2 0.3 0.5
H -2.49335 -6.71624 -0.21595 0.5 -0.2 0.0
H -0.05310 -4.68842 -0.16277 -0.2 0.3 0.8
H -0.54509 -5.60882 -1.47155 -0.5 -0.3 -0.4
H 1.98714 -5.69454 0.55145 -0.2 0.1 0.6
H 1.92776 -6.04703 -1.10038 -0.8 0.1 -0.8
H 2.24848 -7.31733 -0.04612 -0.6 -0.3 0.4
C -2.73853 4.18721 -6.38586 0.6 -0.3 -0.4
N -1.29469 4.06891 -6.00994 2.1 -0.5 1.6
C -1.26524 2.94927 -4.95370 -0.7 0.9 -0.5
C -0.48086 3.57717 -7.18235 -0.5 1.1 -0.9
C -0.80532 5.47261 -5.49994 -0.6 -0.3 1.2
C 0.39099 5.48869 -4.47605 -1.1 0.4 -3.2
O 1.41442 4.85613 -5.21197 0.2 -0.4 0.9
H -2.80579 4.88710 -7.21876 -0.3 0.0 0.1
H -3.29632 4.49166 -5.50027 -0.1 0.0 -0.3
H -2.98952 3.16884 -6.68257 -0.6 0.4 -0.2
H -1.73689 2.09305 -5.43592 0.0 0.1 -0.1
H -1.94622 3.30232 -4.17928 0.3 -0.2 0.4
H -0.28727 2.62682 -4.59634 0.2 0.7 -0.1
H -0.99489 2.70138 -7.57841 0.1 0.1 -0.1
H 0.59248 3.42845 -7.06437 -0.3 -0.2 1.0
H -0.52970 4.41715 -7.87528 -0.2 -0.3 -0.5
H -1.69230 5.89720 -5.02973 -0.1 0.0 0.0
H -0.60683 6.08856 -6.37703 0.3 -0.3 0.0
H 0.07991 5.06139 -3.52277 0.4 -0.3 0.1
H 0.71409 6.52612 -4.38977 -0.5 0.2 0.5
H 1.71885 4.14227 -4.64688 0.5 -0.1 -0.5
C -9.66344 -2.72236 -1.95902 1.3 0.3 -0.5
N -8.33708 -3.53068 -1.91221 0.3 -0.5 -0.8
C -7.48288 -3.07431 -0.71760 -1.7 1.0 -0.6
C -8.67349 -5.06894 -1.71879 0.1 0.8 0.1
C -7.51893 -3.30414 -3.26583 -0.7 0.6 0.7
C -7.48173 -1.86395 -3.81665 -0.1 -1.4 0.6
O -6.89687 -1.03900 -2.84628 0.0 0.1 0.2
H -9.37309 -1.67370 -2.02301 0.0 0.0 0.2
H -10.28730 -2.85547 -1.07518 0.2 -0.5 -0.1
H -10.16904 -2.95743 -2.89562 -0.1 -0.3 0.3
H -6.58536 -3.67311 -0.56272 -0.6 -0.4 0.1
H -8.27964 -2.99035 0.02147 0.7 -0.9 0.9
H -7.18134 -2.02924 -0.78836 0.1 -0.1 -0.9
H -9.75065 -5.22825 -1.76832 0.1 0.2 -0.6
H -8.42192 -5.41435 -0.71604 0.3 0.5 0.0
H -8.11022 -5.66546 -2.43641 -0.2 0.2 -0.1
H -7.88751 -3.93968 -4.07103 -0.3 -0.3 0.4
H -6.49348 -3.57601 -3.01553 -0.1 -0.2 0.1
H -8.45189 -1.47833 -4.13000 0.0 -0.2 -0.1
H -6.82979 -1.95699 -4.68522 -0.1 0.2 -0.3
H -6.86784 -0.17459 -3.26287 0.3 0.6 0.1
C -2.94439 -3.78921 -4.84741 0.6 2.2 -0.1
N -3.10038 -2.74577 -6.04075 -0.4 -1.1 -0.3
C -2.11534 -3.01994 -7.22646 -0.5 -0.7 1.6
C -4.52554 -2.97662 -6.65449 1.0 0.2 -0.3
C -2.98255 -1.23977 -5.60022 -0.4 -1.0 0.0
C -1.81285 -0.80517 -4.69764 1.0 -1.5 -1.1
O -0.49329 -1.10615 -5.28232 -1.5 0.2 0.3
H -2.89286 -4.85405 -5.07450 -0.4 0.3 -0.8
H -3.70338 -3.55446 -4.10114 -0.6 -0.2 -0.5
H -2.04910 -3.53209 -4.28135 0.5 0.0 -0.5
H -2.37621 -2.41801 -8.09694 0.0 0.2 0.3
H -2.25466 -4.07683 -7.45376 0.1 0.1 -0.2
H -1.11219 -2.85286 -6.83419 -0.1 0.2 -0.3
H -5.32955 -2.88266 -5.92453 0.4 0.2 0.1
H -4.57727 -3.95353 -7.13519 0.3 -0.2 0.4
H -4.63194 -2.28833 -7.49296 -0.2 0.4 0.4
H -3.91736 -1.09579 -5.05847 0.0 0.4 0.1
H -3.04874 -0.67762 -6.53172 0.1 0.0 0.1
H -1.84793 -1.37701 -3.77036 -0.2 0.3 0.3
H -1.86386 0.27059 -4.52958 -0.5 -0.2 0.2
H 0.07240 -0.41576 -4.92884 0.5 0.1 -0.1
C -10.51127 1.10157 -1.03447 0.4 -0.4 0.0
C -9.32447 1.46495 -1.92036 0.9 1.3 1.6
C -7.94375 1.37122 -1.15579 0.7 0.6 1.1
C -7.68544 2.37099 0.07118 -0.8 -1.2 -0.6
N -6.39019 2.11590 0.87502 1.5 0.2 1.0
C -6.30109 0.74889 1.62533 -0.6 -0.2 -0.9
C -5.63504 0.94339 2.98570 -0.5 0.3 -1.5
C -6.32652 2.22037 3.43274 0.4 0.2 -0.5
C -6.32650 3.10042 2.11660 0.1 -0.6 0.2
C -5.16672 2.37780 -0.04343 -1.1 0.7 -0.8
C -5.25660 3.76084 -0.79565 -1.0 -0.2 0.0
C -4.03027 3.98932 -1.62280 1.1 -0.9 0.3
H -10.21533 0.29796 -0.36014 -0.5 -0.7 -0.2
H -11.33948 0.87404 -1.70558 -0.2 -0.3 0.5
H -10.83581 1.87695 -0.34053 0.1 0.4 -0.3
H -9.51738 2.51537 -2.13834 0.5 0.0 -0.7
H -9.27499 0.90342 -2.85327 0.1 0.0 0.1
H -7.07005 1.43018 -1.80484 -0.2 0.3 -0.4
H -7.82155 0.40874 -0.65900 -0.4 -0.5 -0.2
H -8.48557 2.18129 0.78666 0.0 0.3 0.1
H -7.66348 3.42272 -0.21426 -0.1 -0.2 0.1
H -5.82218 -0.02471 1.02509 0.0 0.3 -0.4
H -7.35042 0.48399 1.75504 0.0 -0.2 0.1
H -4.56784 1.07222 2.80519 0.2 0.2 0.2
H -5.75953 0.06628 3.62075 -0.2 0.1 0.0
H -5.74552 2.61353 4.26698 -0.3 0.8 -0.2
H -7.33080 1.99205 3.78965 0.0 0.2 -0.1
H -5.37414 3.62075 2.01486 -0.1 0.0 0.1
H -7.13936 3.81498 1.98712 0.1 -0.1 0.3
H -5.14886 1.56698 -0.77168 -0.3 0.0 -0.1
H -4.21083 2.28537 0.47215 -0.2 0.2 0.7
H -5.35105 4.60812 -0.11646 0.0 -0.2 0.4
H -6.12943 3.85844 -1.44119 -0.1 -0.5 0.0
H -3.96167 4.91007 -2.20212 -0.3 0.1 0.5
H -3.82898 3.18487 -2.33022 -0.3 -0.2 -0.1
H -3.26901 3.90945 -0.84678 1.0 0.5 -0.4
C 7.59796 5.03826 3.22154 -0.3 -0.4 -0.5
C 7.61815 5.59014 4.64427 -0.2 -0.1 -0.4
C 6.44785 5.03681 5.50244 1.9 -1.0 0.0
C 5.09073 5.60456 5.18908 -0.3 -0.7 0.8
N 3.91425 4.61641 5.54375 -0.2 1.1 -0.3
C 3.99515 3.27975 4.65936 0.4 1.4 1.4
C 2.65271 3.17750 3.97156 1.0 -2.1 0.2
C 2.12283 4.53449 3.82048 -0.5 1.6 0.5
C 2.57085 5.26436 5.12082 -0.4 -0.5 -0.3
C 3.90510 4.25713 7.07290 0.5 -0.5 0.2
C 3.69112 5.35291 8.15469 -1.7 1.5 -0.8
C 3.26627 5.01715 9.63919 2.4 -1.1 -0.6
H 6.58120 4.81125 2.90098 -0.4 0.2 -0.1
H 8.09532 4.07377 3.11903 0.3 0.0 0.3
H 8.03581 5.67130 2.44975 0.1 0.2 0.2
H 7.60341 6.68001 4.65265 -0.1 0.1 -0.1
H 8.58274 5.30994 5.06753 -0.2 0.0 0.4
H 6.77891 5.18698 6.53003 -0.6 0.4 0.2
H 6.49219 3.94929 5.44381 -0.2 -0.3 -0.4
H 4.91705 5.85643 4.14290 0.2 0.1 0.0
H 5.07378 6.47532 5.84452 -1.1 0.2 -0.3
H 4.21993 2.50380 5.39112 0.0 -0.1 -0.4
H 4.81499 3.36749 3.94644 0.1 0.3 0.3
H 2.04192 2.52423 4.59469 -0.4 0.2 0.0
H 2.78977 2.64534 3.03023 0.0 0.0 -0.1
H 1.04341 4.47973 3.67928 -0.1 0.4 0.4
H 2.47458 5.09254 2.95275 0.4 -0.2 -0.1
H 1.85619 5.10399 5.92806 0.1 -0.2 0.0
H 2.61299 6.34226 4.96447 0.6 -0.1 0.2
H 4.86970 3.76521 7.19808 0.1 0.0 0.1
H 3.16353 3.46057 7.13345 -0.2 0.1 0.1
H 2.86304 5.98853 7.84105 -0.6 -0.2 -0.6
H 4.43013 6.15052 8.07856 0.8 -0.6 0.5
H 2.50876 4.24064 9.74553 -0.4 0.5 -0.2
H 3.13657 5.90157 10.26296 -0.6 0.1 -0.6
H 4.14576 4.57824 10.11032 0.1 -0.3 0.1
C 5.41573 -6.76606 1.38090 -1.6 0.5 -0.2
C 5.62426 -5.89303 0.14213 -0.3 -2.2 -0.7
C 6.27314 -4.58346 0.27425 1.1 0.7 1.1
C 5.41920 -3.68469 1.13365 -0.2 2.1 -0.6
N 5.98893 -2.27554 1.38890 1.3 0.0 1.1
C 4.87044 -1.38629 1.89828 0.1 -0.8 1.1
C 4.75408 -0.22007 0.99661 -0.5 1.1 -1.5
C 6.06444 -0.07268 0.24869 1.0 -1.7 0.9
C 6.52660 -1.56041 0.15423 -0.7 0.4 -0.6
C 7.17242 -2.37039 2.42623 1.0 0.3 -1.6
C 7.07161 -3.01596 3.79668 -2.1 -0.1 -0.6
C 8.14745 -2.56037 4.73013 0.7 0.4 0.4
H 4.68048 -6.35753 2.07417 0.2 0.4 0.3
H 6.31308 -7.03061 1.94025 0.0 -0.1 -0.4
H 4.85708 -7.61625 0.98953 0.6 -0.6 0.3
H 4.74544 -5.75522 -0.48778 -0.9 0.0 0.5
H 6.13372 -6.59062 -0.52265 0.9 0.5 -0.2
H 6.46177 -4.19213 -0.72544 0.0 0.4 0.1
H 7.22688 -4.70186 0.78852 0.3 -0.1 -0.2
H 5.15114 -4.00439 2.14064 0.1 -0.5 -0.3
H 4.51328 -3.38296 0.60795 -0.4 -0.7 -0.1
H 5.10108 -1.03568 2.90426 0.1 -0.4 0.0
H 3.98158 -2.01576 1.94065 0.1 0.3 0.1
H 4.49757 0.70592 1.51125 -0.2 -0.1 0.2
H 4.00819 -0.38789 0.21970 -0.4 0.0 0.1
H 6.82230 0.38062 0.88765 -0.1 0.7 -0.3
H 5.97070 0.37090 -0.74254 0.2 0.2 0.2
H 7.60833 -1.64186 0.04780 -0.2 -0.3 0.2
H 6.04489 -2.01529 -0.71130 0.1 -0.2 0.0
H 7.56117 -1.35281 2.46503 -0.3 0.3 0.4
H 7.93806 -2.85058 1.81687 0.1 -0.4 0.2
H 6.95598 -4.09815 3.73666 0.5 -0.1 -0.2
H 6.11310 -2.72929 4.22931 -0.3 0.2 0.2
H 8.05671 -3.08740 5.67992 0.2 0.0 -0.1
H 8.03629 -1.49757 4.94507 -0.1 0.1 0.0
H 9.16215 -2.66889 4.34711 0.0 -0.3 0.0
As -5.96654 1.78819 -5.48523 -1.4 2.2 -3.4
F -6.79485 0.33564 -6.14414 1.4 0.8 0.9
F -7.50675 2.18696 -4.71279 1.6 -0.5 0.3
F -5.13416 3.22872 -4.78434 -0.7 -1.5 -0.2
F -4.44647 1.44637 -6.43640 -0.9 -0.4 1.4
F -6.46275 2.74307 -6.89671 0.6 -1.0 1.6
F -5.35950 0.84228 -4.11448 -0.1 0.1 -0.2
As 3.12183 1.52697 -3.71914 2.2 -0.3 -1.7
F 3.62464 1.63441 -2.00163 -1.0 0.2 -0.9
F 4.53160 2.53070 -4.20040 -1.6 -1.7 0.6
F 2.56968 1.39578 -5.42821 0.6 -0.2 2.0
F 1.65836 0.58809 -3.26350 0.6 0.8 0.0
F 2.24619 3.08666 -3.64064 0.1 -1.6 1.3
F 4.05469 -0.02941 -3.71212 -1.2 1.9 -0.4
As 1.80304 -2.39159 3.89309 -0.8 0.2 0.7
F 0.83425 -3.85613 3.95526 0.3 0.7 0.0
F 1.57489 -2.54490 2.05462 0.5 0.8 1.5
F 2.65345 -0.78306 3.82992 -0.6 -1.9 -0.4
F 1.79069 -2.35640 5.66220 0.2 0.2 -1.7
F 3.27672 -3.34175 3.79898 -1.0 1.2 -0.1
F 0.27896 -1.36443 3.89457 0.9 -0.9 -0.3
```
Positions in Å, forces in eV/Å.

Here are the Löwdin charges for atoms 1 to 2, given in e: -0.04 -0.09